{
  "formula": "C28H59IN2O10P3S",
  "method": "the ωB97M-V functional and the def2-TZVPD basis",
  "total_charge": 1,
  "orbital_gap_ev": 7.84,
  "species": ["I", "S", "P", "P", "P", "O", "O", "O", "O", "O", "O", "O", "O", "O", "O", "N", "N", "C", "C", "C", "C", "C", "C", "C", "C", "C", "C", "C", "C", "C", "C", "C", "C", "C", "C", "C", "C", "C", "C", "C", "C", "C", "C", "C", "C", "H", "H", "H", "H", "H", "H", "H", "H", "H", "H", "H", "H", "H", "H", "H", "H", "H", "H", "H", "H", "H", "H", "H", "H", "H", "H", "H", "H", "H", "H", "H", "H", "H", "H", "H", "H", "H", "H", "H", "H", "H", "H", "H", "H", "H", "H", "H", "H", "H", "H", "H", "H", "H", "H", "H", "H", "H", "H", "H"],
  "xyz": [[3.58105, 2.07341, -0.51177], [6.99523, -2.28040, -3.66153], [0.92285, -0.68736, 0.43919], [1.81952, -0.99102, 6.94237], [-7.39548, 2.42623, -1.75545], [1.02856, -0.83701, 5.53354], [-6.03107, 2.92454, -2.46641], [-8.24549, 2.08019, -3.07260], [1.02051, 3.00892, 0.48814], [-6.76416, 0.96429, -1.44584], [0.88019, -1.51767, 7.94330], [2.78304, -2.22902, 6.56438], [2.98461, 0.08905, 6.67205], [-8.31352, 2.68431, -0.63440], [7.69847, 0.12205, -4.51888], [9.42411, -1.24442, -4.41360], [9.85140, -0.00584, -4.88369], [3.53253, -3.41174, -4.40285], [0.31969, 1.50437, 5.48956], [2.44656, -1.48558, -0.04537], [8.83319, 0.74958, -4.93892], [-0.58669, 0.47516, -3.26019], [-8.41178, 4.22461, -4.24756], [1.30449, 0.82949, 1.36851], [0.36805, 0.51918, -2.03978], [-0.08991, 0.04241, 5.44941], [4.83811, -3.16090, -5.16785], [2.34896, -2.65411, -2.31218], [-9.14362, 3.06190, -3.60263], [1.71222, 2.04283, 0.54138], [0.17810, 0.45513, -4.60456], [-7.06026, 0.27015, -0.23389], [3.64163, -3.29232, -2.87598], [-4.99139, 3.93935, -0.48244], [1.74644, -4.43128, 6.57508], [3.39154, 0.97700, 7.74316], [-1.56407, 1.66672, -3.21623], [-0.18590, -0.40579, -0.94193], [-8.26288, -0.63629, -0.39544], [5.56944, -1.88096, -4.73637], [-5.33469, 4.07733, -1.95348], [3.81128, 0.22257, 8.98777], [2.22930, -2.83292, -0.78391], [8.16686, -1.11512, -4.22136], [2.70418, -3.47851, 7.25924], [5.97781, -1.39019, -5.61503], [-7.63678, 3.86525, -4.92414], [0.49356, 1.10178, 2.04347], [-1.09812, 2.56269, -3.61817], [1.21242, 0.78099, -4.51745], [-6.17635, -0.32670, 0.00328], [1.14493, 1.68325, 4.79773], [1.60476, -5.32961, 7.17619], [5.49359, -4.03020, -5.18282], [4.20468, 0.90954, 9.73607], [-1.19245, -0.43212, -3.20744], [-9.10651, 4.85527, -4.80162], [4.46100, -2.64341, -2.55473], [-0.57471, -0.17789, 4.49566], [1.52675, -3.12920, -2.84933], [2.43016, -3.32297, 8.30164], [-4.45441, 3.00797, -0.29680], [-9.11248, -0.09640, -0.81136], [1.39199, 0.28836, -2.32736], [-0.52065, 2.14753, 5.22597], [-1.87981, 1.79557, -2.17657], [3.71124, -3.89675, 7.25316], [-5.93135, 4.97774, -2.11918], [2.14342, -4.72945, 5.60291], [2.74505, -2.76665, -4.79780], [0.77733, -3.96386, 6.40138], [3.78871, -4.26441, -2.40499], [2.97001, -3.52684, -0.39539], [-0.35548, 1.08333, -5.31685], [-0.80821, -0.18183, 6.24163], [0.65907, 1.80009, 6.48416], [4.57304, -0.52031, 8.75147], [-7.92709, 4.84885, -3.49109], [-4.42236, 4.17573, -2.53978], [3.02507, -1.65186, 0.86786], [3.21884, -4.43594, -4.61766], [-0.43656, -1.37385, -1.38520], [4.91425, -1.18662, -4.21341], [-9.75038, 2.54838, -4.34640], [-9.81397, 3.41539, -2.81551], [-5.89384, 3.92482, 0.13472], [0.13030, -0.55117, -5.02218], [-2.46800, 1.39216, -3.75820], [0.34912, 1.55462, -1.69605], [8.74875, 1.76803, -5.27181], [-8.02967, -1.45216, -1.08127], [-1.13760, 0.00803, -0.59772], [2.57875, 1.67131, 7.97112], [4.22338, 1.56299, 7.35786], [-7.20175, 0.97141, 0.58817], [2.96399, -0.30620, 9.43433], [-8.55054, -1.06744, 0.56432], [0.24044, -1.51372, 1.33701], [1.23378, -3.23977, -0.58959], [-4.37732, 4.77745, -0.15280], [2.16439, 0.57733, 1.99995], [3.04215, -0.80005, -0.64693], [2.40024, -1.59899, -2.58389], [4.56222, -3.00182, -6.21350]],
  "forces_ev_per_angstrom": [[-0.02, -0.18, 0.20], [0.19, -0.20, 0.23], [-0.05, 0.32, -0.08], [0.95, -3.85, -3.48], [-0.38, -5.19, -1.22], [0.16, 0.37, 0.24], [-0.75, 1.95, 1.08], [0.28, 0.52, 0.19], [0.29, -0.47, 0.03], [0.25, 0.32, 0.03], [0.21, 2.26, 1.24], [0.11, 0.29, 0.15], [-1.28, 0.98, 1.79], [0.90, 2.46, 0.05], [0.09, 0.34, -0.13], [0.09, -0.07, -0.05], [0.85, 0.02, -0.04], [0.62, -0.64, 0.20], [0.08, -0.02, 0.06], [0.19, -0.70, 0.19], [-0.54, -0.04, 0.11], [0.29, 0.45, -0.39], [0.17, 0.01, 0.18], [0.78, -0.22, 0.13], [-0.55, 0.16, -0.27], [-0.19, 0.22, 0.00], [-0.53, 0.49, -0.39], [0.85, -0.81, -0.09], [-0.24, 0.24, -0.22], [-0.84, 0.87, -0.06], [-0.75, -0.37, 0.13], [-0.21, -0.21, 0.12], [-0.63, 0.59, 0.16], [-0.16, -0.13, 0.13], [0.02, 0.02, -0.22], [0.21, 0.19, 0.32], [-0.04, -1.04, 0.52], [0.03, 0.29, -0.39], [0.02, -0.13, -0.15], [0.46, -0.30, -0.18], [0.24, 0.22, 0.22], [-0.13, -0.26, 0.00], [-0.43, 0.77, -0.48], [-0.87, -0.07, 0.03], [-0.11, -0.33, 0.03], [-0.02, 0.12, 0.05], [-0.06, -0.02, -0.06], [-0.19, 0.08, -0.23], [-0.12, 0.14, 0.10], [0.01, 0.08, -0.05], [0.05, 0.03, -0.12], [-0.03, 0.05, -0.03], [-0.01, 0.01, 0.01], [0.10, 0.05, 0.30], [0.01, 0.04, -0.03], [0.07, -0.07, 0.07], [-0.03, -0.02, 0.01], [0.20, -0.17, -0.11], [0.03, -0.10, 0.02], [-0.25, 0.18, 0.19], [-0.13, 0.12, -0.04], [0.07, 0.02, -0.05], [0.00, 0.11, 0.13], [0.00, -0.21, 0.07], [-0.01, -0.02, 0.00], [-0.04, 0.42, -0.05], [0.04, 0.11, -0.08], [-0.01, -0.04, -0.06], [0.01, -0.02, 0.01], [0.07, 0.20, 0.12], [-0.03, 0.03, 0.18], [0.10, -0.06, -0.10], [-0.06, -0.17, -0.12], [0.22, 0.12, -0.09], [0.04, -0.06, 0.00], [-0.02, -0.01, -0.01], [0.08, 0.08, -0.02], [-0.03, 0.03, -0.03], [-0.09, -0.13, -0.15], [-0.15, 0.14, 0.14], [-0.18, 0.07, -0.14], [0.19, -0.15, 0.17], [-0.06, 0.04, -0.08], [0.07, -0.14, 0.05], [0.04, -0.07, 0.05], [0.02, 0.03, -0.04], [0.39, -0.02, -0.04], [0.04, 0.34, -0.28], [0.27, -0.03, 0.16], [0.08, 0.04, -0.02], [0.00, 0.00, 0.00], [0.07, -0.05, 0.30], [-0.01, -0.02, -0.06], [-0.03, -0.09, -0.20], [-0.10, 0.10, -0.09], [0.01, 0.07, -0.01], [-0.01, 0.02, 0.00], [0.15, -0.01, 0.08], [0.10, -0.11, 0.38], [0.02, 0.01, -0.05], [-0.04, -0.15, 0.02], [-0.10, 0.09, -0.03], [-0.35, 0.03, -0.04], [0.01, -0.14, -0.03]]
}


{
  "formula": "C5H8O2",
  "method": "the ωB97M-V functional and the def2-TZVPD basis",
  "e_above_lowest_ev": 6.036,
  "orbital_gap_ev": 8.99,
  "species": ["O", "O", "C", "C", "C", "C", "C", "H", "H", "H", "H", "H", "H", "H", "H"],
  "xyz": [[1.50642, -0.04561, -0.03412], [-1.32065, -0.30492, -0.48005], [0.99352, -1.23742, -0.31612], [-0.35641, -1.22901, -0.97873], [-0.79556, 0.97547, -0.28476], [0.67500, 1.11675, -0.04101], [-0.28154, 1.32338, 1.09322], [-0.81022, -2.22183, -0.90658], [1.22668, 1.95716, -0.45555], [-0.41587, 2.32520, 1.49737], [1.02456, -2.03143, 0.69063], [-0.34537, 0.51285, 1.81922], [-1.30214, 1.74697, -0.86857], [-0.14599, -1.02077, -2.04362], [0.34757, -1.86678, 1.30867]],
  "forces_ev_per_angstrom": [[-0.17, 0.00, 0.05], [0.08, 0.05, 0.07], [-0.29, 0.18, -0.06], [0.11, -0.12, -0.03], [0.04, 0.15, -0.06], [0.01, 0.06, -0.02], [-0.01, 0.02, 0.10], [0.12, 0.22, 0.02], [-0.16, -0.22, 0.09], [0.03, -0.23, -0.15], [-0.09, -0.22, 0.34], [0.01, 0.13, -0.18], [0.14, -0.20, 0.13], [-0.04, 0.00, 0.18], [0.23, 0.18, -0.48]]
}


{
  "formula": "C18H16LuN6O4",
  "method": "the ωB97M-V functional and the def2-TZVPD basis",
  "total_charge": 3,
  "orbital_gap_ev": 3.43,
  "species": ["Lu", "O", "O", "O", "O", "N", "N", "N", "N", "N", "N", "C", "C", "C", "C", "C", "C", "C", "C", "C", "C", "C", "C", "C", "C", "C", "C", "C", "C", "H", "H", "H", "H", "H", "H", "H", "H", "H", "H", "H", "H", "H", "H", "H", "H"],
  "xyz": [[-0.89963, -0.25597, -2.25097], [-0.71576, 1.08962, -3.90420], [-4.57325, -2.49082, -1.56100], [-1.25948, 2.01377, -5.79263], [-2.54139, -1.55280, -1.38145], [2.88590, 1.14997, 3.10726], [-2.81034, -0.28859, -3.59813], [0.46389, 0.43588, -0.61054], [2.13492, 2.19885, 4.83397], [1.92874, 0.99660, 0.90938], [2.46809, 2.36041, 3.62335], [-2.82542, 0.43457, -4.71760], [-3.62145, -1.74481, -1.97462], [2.62087, -0.88494, -0.57870], [-4.99134, -0.39388, -5.26272], [2.31522, 0.86510, 5.17579], [3.18351, 1.08086, 1.73555], [-1.54796, 1.22733, -4.83245], [0.85050, 1.84247, 1.09033], [1.68569, 0.16935, -0.10189], [3.10525, -1.18400, 4.11128], [-3.89908, 0.41266, -5.58908], [2.40959, -1.11850, 6.45155], [2.79537, 0.17567, 4.07136], [-4.97797, -1.14147, -4.08754], [2.11375, 0.22253, 6.39966], [-3.85343, -1.04832, -3.28462], [-0.05108, 1.49691, 0.15329], [2.89870, -1.80949, 5.32329], [3.70405, 1.98436, 1.42331], [-4.39576, -2.92269, -0.69992], [2.28279, -1.65728, 7.38010], [-1.91826, 2.11161, -6.50274], [1.75113, 0.76574, 7.26114], [3.60591, -0.47373, -0.79799], [3.52162, -1.72001, 3.26774], [3.13303, -2.86137, 5.41845], [-1.02371, 1.93469, -0.02421], [-5.84974, -0.43403, -5.92188], [2.73915, -1.67351, 0.16608], [2.25301, -1.34323, -1.49763], [0.84791, 2.59725, 1.86118], [-3.91750, 0.99643, -6.50139], [-5.81448, -1.76857, -3.80617], [3.78845, 0.20536, 1.51601]],
  "forces_ev_per_angstrom": [[0.45, -0.25, 0.98], [-0.05, -0.02, -0.20], [0.10, 0.02, 0.06], [-0.01, 0.00, 0.01], [0.33, 0.18, -0.20], [0.00, 0.13, -0.01], [-0.09, 0.13, -0.03], [-0.46, -0.11, -0.42], [0.05, -0.14, -0.22], [0.09, 0.02, 0.10], [-0.05, -0.11, 0.11], [0.10, 0.20, -0.18], [-0.12, 0.03, -0.11], [-0.03, 0.00, -0.04], [0.02, 0.00, 0.00], [-0.04, 0.17, 0.25], [-0.01, 0.02, -0.04], [0.00, 0.00, 0.02], [0.07, -0.01, -0.04], [-0.01, 0.00, 0.01], [-0.01, 0.01, 0.05], [-0.06, -0.01, -0.01], [0.01, -0.05, -0.01], [0.00, -0.04, -0.15], [-0.04, 0.01, -0.01], [0.00, 0.01, 0.00], [-0.09, -0.14, 0.13], [-0.10, -0.03, -0.06], [0.00, 0.02, 0.00], [0.00, 0.01, 0.00], [-0.03, -0.02, 0.00], [0.00, -0.02, -0.01], [0.00, 0.01, -0.01], [0.02, 0.01, -0.01], [0.00, 0.01, -0.01], [-0.02, 0.00, -0.01], [0.01, 0.01, 0.01], [-0.01, 0.01, 0.01], [0.00, 0.00, 0.00], [-0.01, 0.00, 0.01], [-0.01, -0.02, -0.01], [0.01, -0.01, 0.01], [-0.01, 0.00, 0.00], [0.00, 0.00, 0.00], [0.00, 0.00, 0.00]]
}